Entry from the OMol25 dataset: a 33-piece molecular cluster, C8H70F6O34 overall at a distorted geometry (wB97M-V/def2-TZVPD).

Values from the calculation:
electronic energy = -3504.07708 Eh

Structure (XYZ):
```
118
Properties=species:S:1:pos:R:3:forces:R:3
C 0.777298 1.098837 -2.597638 -0.6 -0.2 -0.3
C 0.187329 0.041561 -2.600620 0.1 1.7 0.8
C -0.541597 -1.074317 -2.075596 0.9 -1.1 -0.7
O -0.046545 -2.162332 -1.995798 -0.4 -0.3 0.1
O -1.845822 -0.878683 -1.695304 0.7 0.0 0.6
C -2.024604 0.199513 -0.818581 -1.7 0.8 0.1
C -3.129625 1.131530 -1.416498 0.8 0.3 0.3
C -2.884845 2.565885 -0.973364 0.3 -0.7 0.1
F -2.965138 1.087305 -2.779604 -0.1 0.0 -0.5
C -2.497177 -0.308143 0.574737 1.7 -0.1 -0.6
F -2.879023 -1.586157 0.507692 -0.6 -0.7 0.0
F -3.467147 0.434518 1.089025 -0.8 0.4 0.4
C -1.342808 -0.289464 1.591097 -0.2 -0.1 -0.4
F -0.328779 -1.009208 1.139861 0.8 -0.7 -0.5
F -1.695542 -0.802589 2.746478 -0.5 -0.3 1.0
F -0.886106 0.933422 1.804758 0.0 1.1 0.0
H 1.183517 2.106608 -2.644184 0.0 -0.5 -0.1
H -1.125724 0.792459 -0.643592 0.2 -0.1 -0.4
H -4.124902 0.753981 -1.185553 -0.1 0.0 0.0
H -1.832741 2.779913 -1.166794 0.0 0.2 -0.2
H -3.031762 2.652846 0.099802 -0.3 0.2 0.0
H -3.510925 3.246550 -1.538354 -0.1 0.1 0.2
O -6.079118 -1.403217 -0.294814 0.3 -0.1 0.0
H -5.151042 -1.619406 -0.429845 0.0 0.0 0.0
H -6.332849 -1.925850 0.484285 -0.3 0.0 -0.2
O -3.118892 4.746833 1.578300 0.2 -0.1 0.2
H -2.418496 4.226395 1.988383 0.1 0.1 -0.1
H -3.162975 5.544295 2.117984 -0.2 0.0 0.0
O 1.220584 -2.740549 3.360785 -0.2 0.1 -0.1
H 1.258385 -3.522375 2.790070 0.2 0.0 0.0
H 0.676886 -2.115394 2.868656 0.1 0.0 0.0
O 3.771009 0.241293 -2.563350 0.2 0.1 0.1
H 4.631085 0.482952 -2.923759 0.0 0.1 0.0
H 3.850343 -0.695408 -2.355307 -0.2 0.0 0.0
O -0.071226 -0.648193 -5.363032 0.1 -0.2 -0.5
H 0.129362 -1.314976 -6.038384 0.0 -0.1 0.0
H -0.970008 -0.861338 -5.089895 -0.1 0.1 0.0
O -4.202070 -4.816142 0.409916 -0.1 0.1 0.0
H -3.892002 -4.670949 1.312185 0.1 0.0 0.0
H -3.726059 -4.159483 -0.107267 0.1 0.0 0.0
O 2.086812 -1.297752 5.909316 0.0 0.1 0.1
H 1.736969 -1.565985 5.050477 0.1 -0.2 0.0
H 1.513023 -1.739163 6.545683 -0.1 0.0 0.0
O 3.572918 -0.311538 3.129685 -0.4 -0.1 -0.2
H 2.951556 0.192161 3.672121 0.1 0.1 0.1
H 3.290611 -1.227643 3.241349 0.1 0.0 0.1
O 0.092663 -2.298689 -8.178209 -0.2 0.0 0.2
H 0.146455 -3.114059 -8.689002 0.1 -0.1 0.0
H -0.490050 -1.734706 -8.697023 0.1 0.1 0.0
O -1.328126 1.103627 -7.660088 -0.2 -0.2 -0.2
H -0.596061 0.612726 -7.271303 -0.1 0.0 0.3
H -1.390210 1.891628 -7.113079 0.0 0.1 -0.1
O 0.696551 4.398487 -2.813485 -0.8 0.2 -0.1
H 1.065416 4.626142 -1.951749 0.2 0.0 -0.1
H 1.055057 5.066727 -3.408465 0.0 0.0 -0.1
O -7.633483 -2.753852 1.614530 -0.1 0.0 0.3
H -8.233073 -2.221222 2.146281 0.0 0.1 0.0
H -7.956348 -3.654840 1.712772 0.1 -0.1 -0.1
O 2.806648 3.509694 -1.614529 0.7 -0.4 0.4
H 3.671600 3.741122 -1.975838 0.0 -0.1 -0.1
H 2.886159 2.569155 -1.408034 0.0 0.0 0.1
O 1.121542 0.441410 -9.520462 0.0 -0.5 -0.7
H 1.624568 1.251748 -9.447715 -0.1 0.1 0.0
H 0.301490 0.640236 -9.056540 0.0 0.3 0.0
O 2.101981 -5.119021 1.308733 0.1 0.1 0.2
H 2.976931 -5.478948 1.492121 0.0 0.0 -0.1
H 2.081448 -4.998288 0.353665 -0.1 0.0 0.0
O 4.514876 -2.156019 8.165154 -0.2 0.0 0.0
H 3.803303 -1.802801 7.620271 0.0 0.0 -0.1
H 5.278401 -2.190268 7.575531 0.1 -0.2 0.1
O 0.155397 0.491183 7.183090 0.2 0.1 0.0
H -0.552571 0.860259 6.648609 -0.1 0.0 0.1
H 0.912551 0.444238 6.581974 0.0 -0.3 0.0
O 5.758257 3.376971 -3.105979 0.0 -0.2 -0.1
H 6.649411 3.080762 -2.895373 0.0 0.1 0.1
H 5.739215 3.407372 -4.068128 -0.1 0.1 0.0
O 0.706201 1.367166 4.245228 -0.2 0.0 -0.1
H 0.080727 1.454112 3.516284 0.2 0.0 0.1
H 0.334771 1.914775 4.947325 0.2 0.2 0.0
O 6.828625 -3.946392 7.371035 0.1 0.1 0.0
H 6.488263 -4.232522 6.517993 0.0 -0.1 0.0
H 6.242248 -4.377759 8.004936 -0.1 0.0 -0.1
O 4.222538 -5.540842 7.759322 0.0 -0.1 0.1
H 3.602243 -5.016272 8.276545 0.1 0.2 -0.1
H 3.928840 -6.449365 7.876667 0.0 0.0 -0.1
O 2.297404 6.136412 -0.775231 0.0 0.3 0.0
H 3.030317 5.640335 -0.397268 -0.1 -0.2 -0.1
H 2.235097 6.927436 -0.227567 0.0 0.0 0.1
O 2.307338 0.792015 0.210415 -0.1 -0.1 0.0
H 3.241123 0.646044 0.024605 0.0 0.0 0.0
H 2.147646 0.268789 1.003618 0.2 0.1 0.1
O 2.285404 -5.399023 4.537904 0.0 0.0 0.0
H 1.428245 -5.019030 4.752998 0.0 0.0 0.1
H 2.308567 -5.384550 3.577556 -0.1 -0.1 0.0
O -5.368785 3.220758 2.619318 0.2 -0.2 0.1
H -4.481182 3.424135 2.290119 -0.3 0.2 -0.1
H -5.347856 2.280496 2.822597 -0.1 0.0 0.0
O -2.046727 -3.833377 2.715252 0.0 -0.1 0.0
H -1.737707 -3.688070 3.615435 0.0 0.0 0.0
H -1.575987 -3.176692 2.195572 0.0 0.0 -0.1
O 0.474236 7.387566 1.282590 -0.1 0.0 -0.1
H 0.097559 7.099218 0.443292 0.0 0.0 0.0
H -0.066100 6.948622 1.945162 0.1 0.0 0.1
O -0.286931 6.127022 -4.860250 -0.2 0.0 0.0
H -0.666733 5.833650 -5.693881 0.1 0.0 0.0
H -0.807658 5.673372 -4.186153 0.1 0.0 0.1
O 1.374958 1.720237 -7.198481 0.2 0.2 0.7
H 2.309443 1.566829 -7.367284 0.0 -0.1 0.0
H 1.193434 1.187601 -6.410368 0.0 0.1 0.1
O -0.069411 -5.218800 -9.652894 -0.1 0.0 0.1
H 0.133728 -5.888159 -10.312950 0.1 0.1 0.0
H -0.969750 -5.420872 -9.377859 0.0 0.0 0.0
O -6.307636 -3.500420 -2.849503 0.1 0.1 0.0
H -5.633632 -4.050262 -2.439180 -0.1 -0.1 0.0
H -6.332954 -2.707661 -2.298065 -0.1 0.0 0.1
O 0.316897 3.485234 7.433941 0.0 0.1 -0.1
H 1.010462 2.961927 7.849451 -0.1 -0.2 0.0
H 0.260597 4.282940 7.968532 0.0 0.0 -0.1
```
Positions in Å, forces in eV/Å.

Here are the Löwdin charges for atoms 1 to 99, given in e: number 1, C, carries 0.19; number 2, C, carries -0.01; number 3, C, carries -0.49; number 4, O, carries 0.15; number 5, O, carries 0.06; number 6, C, carries -0.16; number 7, C, carries -0.29; number 8, C, carries 0.01; number 9, F, carries 0.02; number 10, C, carries -0.41; number 11, F, carries 0.16; number 12, F, carries 0.17; number 13, C, carries -0.59; number 14, F, carries 0.19; number 15, F, carries 0.20; number 16, F, carries 0.18; number 17, H, carries 0.04; number 18, H, carries 0.15; number 19, H, carries 0.15; number 20, H, carries 0.09; number 21, H, carries 0.06; number 22, H, carries 0.10; number 23, O, carries -0.06; number 24, H, carries 0.01; number 25, H, carries 0.00; number 26, O, carries -0.05; number 27, H, carries 0.05; number 28, H, carries 0.06; number 29, O, carries -0.04; number 30, H, carries 0.02; number 31, H, carries 0.02; number 32, O, carries -0.05; number 33, H, carries 0.03; number 34, H, carries 0.05; number 35, O, carries -0.05; number 36, H, carries 0.03; number 37, H, carries 0.06; number 38, O, carries -0.05; number 39, H, carries 0.01; number 40, H, carries 0.02; number 41, O, carries -0.05; number 42, H, carries 0.00; number 43, H, carries 0.05; number 44, O, carries -0.05; number 45, H, carries 0.02; number 46, H, carries 0.02; number 47, O, carries -0.05; number 48, H, carries 0.01; number 49, H, carries 0.04; number 50, O, carries -0.06; number 51, H, carries -0.02; number 52, H, carries 0.05; number 53, O, carries -0.09; number 54, H, carries 0.00; number 55, H, carries 0.03; number 56, O, carries -0.04; number 57, H, carries 0.05; number 58, H, carries 0.06; number 59, O, carries -0.06; number 60, H, carries 0.03; number 61, H, carries 0.01; number 62, O, carries -0.07; number 63, H, carries 0.02; number 64, H, carries -0.01; number 65, O, carries -0.04; number 66, H, carries 0.05; number 67, H, carries 0.06; number 68, O, carries -0.06; number 69, H, carries 0.00; number 70, H, carries 0.02; number 71, O, carries -0.06; number 72, H, carries 0.03; number 73, H, carries 0.00; number 74, O, carries -0.04; number 75, H, carries 0.04; number 76, H, carries 0.05; number 77, O, carries -0.03; number 78, H, carries 0.01; number 79, H, carries 0.03; number 80, O, carries -0.07; number 81, H, carries 0.04; number 82, H, carries 0.01; number 83, O, carries -0.05; number 84, H, carries 0.04; number 85, H, carries 0.04; number 86, O, carries -0.06; number 87, H, carries 0.04; number 88, H, carries 0.03; number 89, O, carries -0.05; number 90, H, carries 0.03; number 91, H, carries 0.01; number 92, O, carries -0.04; number 93, H, carries 0.03; number 94, H, carries -0.01; number 95, O, carries -0.06; number 96, H, carries -0.02; number 97, H, carries 0.03; number 98, O, carries -0.04; number 99, H, carries 0.04